DFT (wB97M-V/def2-TZVPD) results for one molecule with the formula C4H5NO2.

Element x y z (Å)
N1 1.4852 0.1466 0.0031
C1 -1.6443 -0.1667 -0.0100
H1 2.1151 -1.7779 0.0425
H2 0.1805 1.0787 1.4687
C2 -0.4242 0.5664 -0.4965
C3 1.2288 -1.1426 -0.1152
H3 -2.2126 -0.7163 -0.7771
O1 -2.0208 -0.0735 1.1346
H4 -0.3346 0.7389 -1.5648
H5 0.8939 2.1340 0.1769
C4 0.4851 1.1594 0.4267
O2 0.1601 -1.6791 -0.4546

Properties
Molar mass   99.1 g/mol
ΔE to the lowest compared entry with this formula, charge and spin   87.09 kcal per mole
HOMO level (alpha / beta)   -9.640 / -9.639 eV
Kohn-Sham gap (alpha / beta)   8.45 / 8.45 eV
LUMO level (alpha / beta)   -0.044 / -0.044 Eh

Mulliken atomic charges, in units of e: atom 1 (N): -0.472, atom 2 (C): 0.043, atom 3 (H): 0.406, atom 4 (H): 0.254, atom 5 (C): -0.043, atom 6 (C): 0.180, atom 7 (H): 0.345, atom 8 (O): -0.485, atom 9 (H): 0.402, atom 10 (H): 0.274, atom 11 (C): -0.349, atom 12 (O): -0.555

***

DFT (wB97M-V/def2-TZVPD) results for C4H5NO2 as an isolated structure.

Element x y z (Å)
H1 -0.3544 -1.5576 1.3652
N1 0.1200 -0.9940 0.6587
C1 -0.0428 -0.2158 -1.6410
O1 0.6067 -0.7527 -2.4959
H2 0.9572 -1.5048 0.3700
O2 -0.1161 1.1715 -1.4094
H3 0.1483 0.7616 1.9826
C2 0.3503 0.4791 0.9467
H4 1.3745 0.7401 0.6697
C3 -0.8855 -0.5922 -0.4781
C4 -0.6824 0.8822 -0.1204
H5 -1.4759 1.5825 0.1518

Properties
Molar mass   99.1 g/mol
ΔE to the lowest compared entry with this formula, charge and spin   89.05 kcal per mole
HOMO level   -8.041 eV
Kohn-Sham gap   8.26 eV
LUMO level   0.008 Eh

Mulliken atomic charges, in units of e: atom 1 (H): 0.337, atom 2 (N): -0.167, atom 3 (C): 0.652, atom 4 (O): -0.586, atom 5 (H): 0.296, atom 6 (O): -0.407, atom 7 (H): 0.337, atom 8 (C): -0.749, atom 9 (H): 0.274, atom 10 (C): -0.712, atom 11 (C): 0.358, atom 12 (H): 0.367

***

DFT (wB97M-V/def2-TZVPD) results for one molecule with the formula C4H5NO2 at a distorted geometry.

Element x y z (Å)
O1 -1.4863 -0.1491 1.2951
N1 -0.4663 0.6405 -0.6213
O2 1.0017 -1.3043 0.5893
H1 1.1223 1.7840 -0.1555
H2 0.6294 -0.7529 -1.6399
H3 1.7284 0.4236 1.4685
C1 1.2529 -0.0742 0.6509
C2 0.3628 0.2859 -1.6901
H4 -2.1880 -0.8009 -0.5124
H5 0.3372 0.7448 -2.7522
C3 -1.4905 -0.0774 0.1014
C4 0.7933 0.8232 -0.2513

Properties
Molar mass   99.1 g/mol
ΔE to the lowest compared entry with this formula, charge and spin   82.69 kcal per mole
SMILES   O=C[C@H]1CN1C=O
HOMO level   -9.873 eV
Kohn-Sham gap   10.06 eV
LUMO level   0.007 Eh

Mulliken atomic charges, in units of e: atom 1 (O): -0.439, atom 2 (N): -0.092, atom 3 (O): -0.531, atom 4 (H): 0.377, atom 5 (H): 0.294, atom 6 (H): 0.333, atom 7 (C): -0.104, atom 8 (C): -0.396, atom 9 (H): 0.272, atom 10 (H): 0.235, atom 11 (C): 0.198, atom 12 (C): -0.146

***

DFT (wB97M-V/def2-TZVPD) results for one molecule with the formula C4H5NO2.

Element x y z (Å)
C1 0.9355 -0.8528 1.1597
O1 1.2204 -1.9895 1.4404
H1 -1.4095 -0.9647 -1.1759
O2 0.9229 0.9426 -0.4360
C2 0.5183 -0.4200 -0.2283
H2 -1.5319 -0.7076 0.5667
H3 0.9969 -1.0567 -0.9766
H4 -0.0783 2.7136 -0.7566
C3 -0.2249 1.6498 -0.6014
H5 0.9027 -0.0405 1.9171
C4 -1.0337 -0.3603 -0.3459
N1 -1.3372 1.0531 -0.5706

Properties
Molar mass   99.1 g/mol
ΔE to the lowest compared entry with this formula, charge and spin   28.27 kcal per mole
SMILES   O=C[C@H]1CN=CO1
HOMO level   -9.923 eV
Kohn-Sham gap   10.74 eV
LUMO level   0.030 Eh

Mulliken atomic charges, in units of e: atom 1 (C): -0.188, atom 2 (O): -0.452, atom 3 (H): 0.286, atom 4 (O): -0.397, atom 5 (C): 0.447, atom 6 (H): 0.297, atom 7 (H): 0.299, atom 8 (H): 0.392, atom 9 (C): 0.057, atom 10 (H): 0.329, atom 11 (C): -0.592, atom 12 (N): -0.479

***

DFT (wB97M-V/def2-TZVPD) results for one molecule with the formula C4H5NO2 at a distorted geometry.

Element x y z (Å)
O1 -0.0708 1.5397 0.2686
H1 1.8989 1.8945 0.0452
H2 -1.8325 1.5614 -0.7453
C1 -1.2497 -0.4655 -0.3028
C2 -1.1328 0.8884 -0.2646
H3 -0.3562 -2.3578 0.2233
C3 1.1941 1.0707 0.0641
H4 -0.1082 -1.0108 1.4368
C4 -0.4513 -1.3137 0.4652
O2 2.5509 -0.7725 -0.2614
H5 -1.9857 -0.8907 -0.9734
N1 1.5433 -0.1437 0.0444

Properties
Molar mass   99.1 g/mol
ΔE to the lowest compared entry with this formula, charge and spin   131.90 kcal per mole
HOMO level (alpha / beta)   -8.935 / -7.682 eV
Kohn-Sham gap (alpha / beta)   8.67 / 7.18 eV
LUMO level (alpha / beta)   -0.010 / -0.018 Eh

Mulliken atomic charges, in units of e: atom 1 (O): -0.373, atom 2 (H): 0.418, atom 3 (H): 0.395, atom 4 (C): 0.021, atom 5 (C): -0.162, atom 6 (H): 0.313, atom 7 (C): 0.010, atom 8 (H): 0.357, atom 9 (C): -0.908, atom 10 (O): -0.545, atom 11 (H): 0.315, atom 12 (N): 0.160

***

DFT (wB97M-V/def2-TZVPD) results for one molecule with the formula C4H5NO2 at a distorted geometry.

Element x y z (Å)
C1 1.0872 0.8853 0.2372
H1 -1.6023 0.3480 1.8991
O1 1.8432 0.2723 -0.5939
C2 -0.2196 0.3354 0.4228
H2 -1.6786 -1.3947 0.0209
C3 -0.0374 -0.8369 -0.5380
H3 -1.4077 2.0252 0.6880
O2 -0.9813 -1.8847 -0.5831
C4 1.2329 -1.0051 -0.7551
H4 1.5559 1.7303 0.3150
N1 -1.4496 0.9344 0.8260
H5 1.6573 -1.4094 -1.9387

Properties
Molar mass   99.1 g/mol
ΔE to the lowest compared entry with this formula, charge and spin   129.34 kcal per mole
SMILES   Nc1cocc1O
HOMO level   -8.637 eV
Kohn-Sham gap   9.02 eV
LUMO level   0.014 Eh

Mulliken atomic charges, in units of e: atom 1 (C): -0.424, atom 2 (H): 0.326, atom 3 (O): -0.249, atom 4 (C): 0.011, atom 5 (H): 0.372, atom 6 (C): 0.416, atom 7 (H): 0.272, atom 8 (O): -0.514, atom 9 (C): -0.347, atom 10 (H): 0.545, atom 11 (N): -0.611, atom 12 (H): 0.203